# C2HBrCl2F2

C2HBrCl2F2 in the gas phase in a non-equilibrium geometry (ωB97M-V with the def2-TZVPD basis set, the Open Molecules 2025 dataset).

LUMO, Eh: 0.014
HOMO level, Eh: -0.40134
ΔE to the lowest compared entry with this formula, charge and spin, eV: 0.719
2S+1: 1
Energy, Ha: -3770.917233
Molar mass, g mol⁻¹: 213.8
Total charge: 0
Frontier orbital gap, Eh: 0.4151

```
8
Properties=species:S:1:pos:R:3:nbo_charge:R:1
F -0.6312 -0.2984 1.6802 -0.309
C 0.0686 0.3176 0.7180 0.618
F -0.4453 1.5496 0.6094 -0.312
Cl 1.7654 0.4650 1.2547 -0.018
C -0.0575 -0.3922 -0.6125 -0.401
Cl 1.0067 0.3641 -1.8049 0.032
Br -1.9158 -0.3326 -1.1684 0.088
H 0.2091 -1.6731 -0.6765 0.302
```